Record 1
This record from OMol25 describes the ion C4H5N2O2S with charge -1. The level of theory is ωB97M-V/def2-TZVPD.

Relative energy (zero: lowest compared OMol25 entry of this formula, charge and spin): 30.5 kcal per mole
E: -22140.133 eV
Net charge: -1
HOMO: -3.07 eV
LUMO level: 3.47 eV
SMILES: CNc1c([O-])s[nH]c1=O

Last column: Löwdin charge in e.
Geometry (Å):
C: 1.21 0.22 -0.42  -0.32
C: 1.51 -1.24 -0.29  -0.54
C: 2.29 1.07 -0.14  -0.73
C: -0.94 0.37 0.18  -0.14
N: 2.83 -1.40 0.19  -0.32
N: -0.04 0.55 -0.96  -0.03
O: 0.83 -2.22 -0.60  -0.02
O: 2.33 2.30 -0.26  -0.12
S: 3.73 0.04 0.25  0.87
H: -1.18 -0.61 0.36  0.04
H: -0.60 0.66 1.22  0.11
H: -1.85 0.79 -0.09  0.04
H: 3.14 -2.15 -0.40  0.07
H: 0.06 1.49 -1.33  0.10

Record 2
This record from OMol25 describes a structure of composition C47H98InN5O7. The level of theory is ωB97M-V/def2-TZVPD.

Relative energy (zero: lowest compared OMol25 entry of this formula, charge and spin): 39.7 kcal per mole
E: -77257.557 eV
Net charge: +2
HOMO: -12.21 eV
LUMO level: -10.61 eV

Last column: Löwdin charge in e.
Geometry (Å):
In: 3.99 1.35 -0.12  1.06
C: -0.88 1.35 1.07  0.01
C: 0.53 1.52 0.52  -0.67
O: 1.18 2.54 0.89  -0.02
O: 1.13 0.63 -0.20  -0.10
H: -1.45 1.00 0.20  0.06
H: -1.35 2.29 1.34  0.09
H: -0.85 0.62 1.88  0.06
C: 0.67 0.98 4.46  0.02
C: 0.37 1.05 6.04  -0.42
C: -0.52 2.26 6.46  -0.11
C: -2.02 1.94 6.29  -0.17
C: -2.39 0.61 6.98  -0.15
C: -1.57 -0.59 6.44  -0.43
N: -0.10 -0.27 6.48  -0.03
O: 0.64 -1.34 5.96  0.02
C: -1.99 -1.75 7.41  -0.02
C: -2.12 -0.98 5.00  0.00
C: 1.70 1.41 6.80  -0.02
H: 1.74 1.12 4.31  0.08
H: 0.05 1.64 3.85  0.08
H: 0.50 -0.04 4.12  0.05
H: -0.37 2.64 7.47  0.12
H: -0.28 3.05 5.75  0.12
H: -2.34 1.76 5.27  0.10
H: -2.70 2.66 6.74  0.12
H: -3.47 0.49 6.86  0.13
H: -2.23 0.79 8.04  0.13
H: -1.60 -2.75 7.20  0.09
H: -1.58 -1.49 8.39  0.09
H: -3.08 -1.72 7.44  0.09
H: -1.43 -1.72 4.60  0.07
H: -3.15 -1.23 5.25  0.09
H: -2.17 -0.13 4.32  0.06
H: 2.01 2.46 6.71  0.10
H: 2.52 0.81 6.40  0.07
H: 1.49 1.23 7.85  0.09
H: 1.27 -1.36 6.68  0.12
C: -3.82 1.45 -7.46  -0.03
C: -4.03 2.45 -6.31  -0.51
C: -5.49 2.21 -5.92  -0.11
C: -5.85 2.86 -4.55  -0.17
C: -4.94 2.26 -3.55  -0.15
C: -3.37 2.35 -3.83  -0.45
N: -3.11 1.98 -5.20  -0.01
O: -1.77 1.81 -5.68  0.03
C: -2.93 3.75 -3.42  0.00
C: -2.64 1.26 -2.98  -0.01
C: -3.80 3.81 -6.80  -0.02
H: -4.56 1.52 -8.26  0.10
H: -3.90 0.45 -7.02  0.09
H: -2.82 1.55 -7.89  0.09
H: -6.09 2.77 -6.64  0.13
H: -5.79 1.16 -5.91  0.13
H: -6.88 2.59 -4.31  0.12
H: -5.74 3.94 -4.47  0.11
H: -5.27 1.25 -3.29  0.12
H: -5.17 2.75 -2.60  0.12
H: -1.94 3.82 -3.85  0.08
H: -3.55 4.55 -3.82  0.09
H: -2.78 3.91 -2.35  0.10
H: -1.65 1.65 -2.77  0.07
H: -3.17 1.05 -2.06  0.07
H: -2.56 0.25 -3.38  0.09
H: -4.25 4.02 -7.76  0.11
H: -2.72 3.93 -6.84  0.10
H: -4.33 4.58 -6.23  0.09
H: -1.65 0.87 -5.51  0.11
C: -3.90 -3.97 2.81  -0.03
C: -4.08 -4.22 1.35  -0.52
C: -4.92 -3.05 0.79  -0.12
C: -4.18 -1.70 0.53  -0.16
C: -2.98 -2.03 -0.33  -0.14
C: -2.02 -3.17 0.25  -0.40
N: -2.84 -4.36 0.61  -0.03
O: -2.05 -5.46 0.98  0.06
C: -0.95 -3.49 -0.80  -0.04
C: -1.26 -2.56 1.47  0.00
C: -4.99 -5.46 1.18  -0.01
H: -3.45 -4.83 3.31  0.10
H: -4.88 -3.80 3.25  0.10
H: -3.40 -3.07 3.18  0.06
H: -5.37 -3.41 -0.13  0.12
H: -5.76 -2.80 1.43  0.13
H: -3.89 -1.31 1.51  0.10
H: -4.85 -1.04 -0.01  0.12
H: -2.47 -1.14 -0.70  0.09
H: -3.34 -2.30 -1.32  0.12
H: -1.43 -4.04 -1.61  0.09
H: -0.50 -2.65 -1.32  0.09
H: -0.24 -4.25 -0.48  0.08
H: -1.47 -1.53 1.78  0.06
H: -1.39 -3.17 2.37  0.07
H: -0.19 -2.47 1.28  0.06
H: -4.46 -6.38 1.39  0.09
H: -5.18 -5.54 0.11  0.09
H: -5.89 -5.35 1.78  0.11
H: -2.45 -6.08 0.37  0.12
C: 1.24 2.86 -2.76  -0.05
C: 2.16 2.85 -3.96  -0.51
C: 2.54 4.32 -4.17  -0.10
C: 3.71 4.41 -5.22  -0.15
C: 4.94 3.65 -4.74  -0.15
C: 4.64 2.18 -4.44  -0.48
N: 3.38 2.05 -3.59  -0.04
O: 3.11 0.69 -3.20  -0.06
C: 4.64 1.45 -5.76  -0.03
C: 5.82 1.62 -3.60  -0.04
C: 1.41 2.32 -5.17  -0.01
H: 0.41 3.56 -2.82  0.09
H: 0.70 1.93 -2.56  0.07
H: 1.75 3.12 -1.84  0.07
H: 1.74 4.90 -4.63  0.12
H: 2.83 4.83 -3.25  0.13
H: 3.58 3.96 -6.21  0.10
H: 4.02 5.45 -5.32  0.12
H: 5.48 4.05 -3.88  0.12
H: 5.61 3.76 -5.60  0.13
H: 3.88 1.81 -6.46  0.07
H: 4.37 0.42 -5.54  0.08
H: 5.62 1.53 -6.24  0.11
H: 6.81 1.84 -4.00  0.10
H: 5.89 0.54 -3.65  0.08
H: 5.77 1.85 -2.53  0.02
H: 1.96 2.53 -6.09  0.08
H: 1.20 1.26 -5.03  0.09
H: 0.47 2.86 -5.25  0.08
H: 2.90 0.31 -4.06  0.08
C: 4.16 -2.09 4.35  -0.01
C: 4.82 -1.52 3.08  -0.49
C: 6.10 -2.31 2.60  -0.11
C: 5.82 -3.62 1.91  -0.21
C: 4.83 -3.45 0.83  -0.17
C: 3.54 -2.72 1.25  -0.42
N: 3.91 -1.37 1.92  -0.08
O: 2.83 -0.50 2.11  -0.10
C: 2.90 -2.40 -0.14  -0.05
C: 2.61 -3.68 2.06  -0.01
C: 5.33 -0.19 3.54  -0.06
H: 4.93 -2.12 5.13  0.10
H: 3.75 -3.08 4.18  0.06
H: 3.28 -1.52 4.65  0.07
H: 6.72 -1.77 1.89  0.13
H: 6.72 -2.58 3.45  0.13
H: 5.61 -4.38 2.67  0.12
H: 6.68 -4.03 1.38  0.12
H: 4.57 -4.44 0.47  0.13
H: 5.31 -3.00 -0.05  0.12
H: 2.03 -1.75 -0.08  0.05
H: 3.64 -1.88 -0.74  0.06
H: 2.60 -3.25 -0.75  0.09
H: 1.82 -3.14 2.59  0.07
H: 2.12 -4.42 1.42  0.09
H: 3.24 -4.33 2.66  0.07
H: 4.51 0.42 3.90  0.08
H: 5.95 0.33 2.80  0.08
H: 6.14 -0.20 4.27  0.10
H: 2.23 -0.95 2.72  0.07

Record 3
This record from OMol25 describes a cluster of 13 separate species, C44H70F2O39 in total. The level of theory is ωB97M-V/def2-TZVPD.

E: -132046.709 eV
Net charge: 0
HOMO: -9.80 eV
LUMO level: -0.41 eV

Last column: Löwdin charge in e.
Geometry (Å):
C: -0.18 1.22 -4.44  -0.13
C: -1.47 1.50 -5.19  -0.09
O: -2.29 2.24 -4.29  0.10
C: -1.69 2.18 -3.10  -0.56
O: -2.03 2.66 -2.04  0.15
O: -0.65 1.37 -3.15  0.07
H: 0.64 1.87 -4.74  0.13
H: 0.19 0.20 -4.57  0.13
H: -1.98 0.55 -5.35  0.13
H: -1.24 2.01 -6.13  0.14
C: -0.35 -1.06 -0.48  -0.10
C: 0.38 0.18 -0.07  -0.14
O: -0.37 0.70 1.00  0.04
C: -1.65 0.23 0.95  -0.45
O: -2.57 0.61 1.72  0.09
O: -1.66 -0.75 0.02  0.04
H: 0.12 -1.96 -0.08  0.13
H: -0.43 -1.05 -1.57  0.11
H: 0.39 0.86 -0.93  0.10
H: 1.42 0.06 0.20  0.13
C: 3.73 -4.87 -1.77  -0.12
C: 3.00 -4.04 -0.70  -0.14
O: 3.39 -4.50 0.55  0.07
C: 4.53 -5.24 0.35  -0.50
O: 5.24 -5.75 1.19  0.15
O: 4.66 -5.51 -0.97  0.07
H: 4.06 -4.29 -2.63  0.13
H: 2.97 -5.58 -2.08  0.13
H: 1.93 -4.16 -0.85  0.12
H: 3.31 -3.00 -0.77  0.11
C: 2.53 -2.59 -5.56  -0.10
C: 3.34 -1.32 -5.73  -0.12
O: 3.23 -0.67 -4.49  0.07
C: 2.51 -1.40 -3.68  -0.52
O: 2.19 -0.98 -2.54  0.10
O: 2.32 -2.64 -4.16  0.07
H: 3.06 -3.48 -5.90  0.14
H: 1.51 -2.52 -5.95  0.14
H: 2.97 -0.75 -6.57  0.14
H: 4.36 -1.66 -5.88  0.13
C: -2.75 -4.64 2.17  -0.13
C: -2.10 -3.37 2.74  -0.15
O: -1.53 -3.80 3.92  0.06
C: -1.23 -5.14 3.81  -0.48
O: -0.55 -5.79 4.61  0.11
O: -1.97 -5.58 2.80  0.08
H: -2.68 -4.68 1.09  0.12
H: -3.82 -4.67 2.40  0.13
H: -2.90 -2.71 3.08  0.12
H: -1.37 -2.97 2.04  0.12
C: -3.04 -3.87 -2.30  -0.12
C: -2.49 -2.60 -2.88  -0.15
O: -1.29 -3.08 -3.36  0.06
C: -0.91 -4.11 -2.59  -0.55
O: 0.22 -4.64 -2.69  0.10
O: -1.89 -4.44 -1.83  0.11
H: -3.70 -4.41 -2.99  0.15
H: -3.56 -3.59 -1.38  0.14
H: -2.40 -1.72 -2.24  0.12
H: -3.08 -2.26 -3.73  0.14
C: -4.57 7.09 -3.80  -0.06
C: -4.82 5.81 -3.04  -0.20
O: -4.01 5.90 -1.85  0.01
C: -4.10 4.99 -0.89  -0.58
O: -4.88 4.03 -0.88  0.09
O: -3.12 5.20 -0.03  0.01
C: -2.79 4.19 0.93  -0.02
H: -5.33 7.30 -4.56  0.07
H: -3.69 7.03 -4.44  0.08
H: -4.61 7.92 -3.10  0.08
H: -4.38 4.93 -3.50  0.12
H: -5.84 5.57 -2.75  0.13
H: -3.64 3.74 1.43  0.09
H: -2.12 4.60 1.68  0.09
H: -2.29 3.32 0.49  0.08
C: 5.54 -0.66 7.31  -0.05
C: 4.05 -0.25 7.20  -0.25
O: 3.72 0.00 5.88  -0.02
C: 2.49 0.61 5.51  -0.51
O: 1.59 1.05 6.27  0.08
O: 2.39 0.46 4.26  0.01
C: 1.35 1.00 3.48  0.01
H: 5.84 -1.28 6.47  0.06
H: 5.74 -1.21 8.23  0.08
H: 6.25 0.16 7.20  0.07
H: 3.74 0.55 7.86  0.12
H: 3.37 -1.06 7.50  0.12
H: 0.35 0.77 3.85  0.09
H: 1.49 0.70 2.44  0.08
H: 1.51 2.05 3.72  0.11
C: -9.95 -1.40 1.60  -0.06
C: -9.68 0.13 1.67  -0.23
O: -8.35 0.49 1.84  0.05
C: -7.46 0.54 0.89  -0.65
O: -7.66 0.21 -0.29  0.08
O: -6.38 0.97 1.36  0.05
C: -5.28 1.23 0.46  0.00
H: -9.30 -2.04 2.20  0.07
H: -9.66 -1.72 0.60  0.07
H: -10.97 -1.69 1.84  0.07
H: -10.24 0.55 2.51  0.12
H: -10.13 0.68 0.85  0.12
H: -5.37 1.87 -0.42  0.08
H: -5.06 0.19 0.21  0.10
H: -4.46 1.66 1.03  0.06
C: 0.40 6.21 -0.43  -0.06
C: 0.59 4.78 -0.94  -0.20
O: 1.52 4.78 -2.06  0.01
C: 2.13 3.55 -2.41  -0.52
O: 2.05 2.41 -1.85  0.07
O: 2.85 3.76 -3.44  0.01
C: 3.63 2.72 -4.04  0.01
H: -0.14 6.29 0.51  0.07
H: -0.26 6.82 -1.06  0.07
H: 1.30 6.82 -0.34  0.08
H: -0.33 4.28 -1.27  0.10
H: 0.93 4.21 -0.08  0.12
H: 2.91 1.90 -4.12  0.08
H: 4.44 2.50 -3.34  0.10
H: 4.09 3.12 -4.94  0.10
C: 6.36 1.18 -5.49  -0.06
C: 6.32 0.20 -4.36  -0.26
O: 5.69 0.66 -3.21  0.01
C: 5.70 -0.17 -2.16  -0.56
O: 6.15 -1.29 -2.18  0.14
O: 5.00 0.45 -1.18  -0.01
C: 4.64 -0.30 -0.04  -0.03
H: 5.33 1.38 -5.81  0.06
H: 6.92 0.86 -6.36  0.09
H: 6.78 2.16 -5.25  0.09
H: 7.35 -0.04 -4.11  0.13
H: 5.88 -0.72 -4.74  0.10
H: 5.57 -0.67 0.39  0.10
H: 3.84 -0.97 -0.37  0.08
H: 4.30 0.50 0.60  0.10
C: -2.16 0.44 6.63  -0.06
C: -2.64 1.18 5.40  -0.27
O: -3.55 0.27 4.85  0.17
C: -3.47 -0.88 5.44  -0.58
O: -4.00 -1.90 5.00  0.13
O: -2.57 -0.87 6.39  0.12
F: -1.65 1.32 4.47  0.06
H: -2.59 0.77 7.58  0.14
H: -1.10 0.61 6.81  0.14
H: -2.95 2.19 5.65  0.17
C: 4.21 -3.52 3.96  -0.09
C: 4.66 -2.17 3.42  -0.34
O: 3.62 -1.75 2.60  0.14
C: 2.56 -2.47 2.90  -0.47
O: 1.48 -2.08 2.51  0.14
O: 2.87 -3.60 3.70  0.08
F: 5.69 -2.41 2.63  0.09
H: 4.37 -3.46 5.03  0.14
H: 4.62 -4.34 3.37  0.14
H: 4.97 -1.45 4.17  0.15